# 1
Below is a cluster of 6 separate species, C5H22O5S2 in total, with properties calculated with the ωB97M-V functional and the def2-TZVPD basis.

The geometry in XYZ format:
```
34
Properties=species:S:1:pos:R:3
S -0.510 -2.723 -0.168
S 0.385 -1.805 1.388
O -1.394 1.721 -0.351
O -3.439 -0.110 -0.245
O 2.858 1.135 0.495
O 1.371 2.641 -1.402
O 0.579 2.380 1.542
C -0.265 -0.169 3.434
C -0.928 -0.892 2.282
C -0.547 -1.606 -1.600
C 1.877 -1.078 -2.231
C 0.587 -1.840 -2.590
H 0.876 3.146 1.031
H -1.838 2.546 -0.587
H -1.381 -0.168 1.604
H -3.409 -0.782 -0.931
H -1.513 -1.796 -2.086
H -2.100 1.042 -0.291
H -3.693 -0.501 0.594
H -0.160 2.038 0.995
H 1.796 -0.605 -1.251
H 2.773 0.172 0.584
H -0.614 -0.566 -1.278
H 0.435 0.585 3.084
H 2.077 2.128 -0.972
H 2.098 -0.292 -2.954
H -0.982 0.391 4.041
H 0.269 -0.810 4.135
H 2.730 -1.755 -2.201
H -1.678 -1.614 2.605
H 0.568 2.115 -1.434
H 0.258 -1.530 -3.579
H 2.123 1.507 1.031
H 0.791 -2.907 -2.696
```

Calculated values
- structure (SMILES) = CCCSSCC.O.O.O.O.O
- HOMO-LUMO gap (eV) = 9.0
- multiplicity = 1

Results of the Löwdin charge analysis, in e, for atoms 1 through 5:
1. S 0.498
2. S 0.490
3. O -0.071
4. O -0.032
5. O -0.086

# 2
Below is the ion C3H6N3O with charge +1 in a non-equilibrium geometry, with properties calculated with the ωB97M-V functional and the def2-TZVPD basis.

The geometry in XYZ format:
```
13
Properties=species:S:1:pos:R:3
O -0.121 1.330 0.136
N 2.105 -0.746 -0.166
N -1.376 -1.298 -0.399
N -0.132 -1.235 -0.407
C 0.819 -1.163 0.367
C -2.040 -0.171 -0.039
C -1.447 0.968 0.306
H -3.064 -0.208 -0.001
H 2.583 -1.300 -0.813
H -1.983 1.834 0.719
H 0.054 2.244 0.603
H 1.827 0.166 -0.807
H 2.777 -0.421 0.501
```

Calculated values
- net charge = +1
- HOMO-LUMO gap (spin up / spin down) (eV) = 7.6 / 7.6
- multiplicity = 1

Results of the Löwdin charge analysis, in e, for atoms 1 through 5:
1. O -0.037
2. N 0.185
3. N 0.124
4. N 0.010
5. C -0.066

# 3
Below is a structure of composition AlAs2F14NO4S2 in a non-equilibrium geometry, with properties calculated with the ωB97M-V functional and the def2-TZVPD basis.

The geometry in XYZ format:
```
24
Properties=species:S:1:pos:R:3
As 2.725 3.348 1.739
As 1.035 -0.990 -3.573
S -2.959 -1.725 2.584
S -3.064 -1.861 0.107
Al 0.373 -0.143 0.586
F -2.012 -1.413 -0.963
F 3.358 2.981 0.170
F 0.228 -2.510 -3.825
F 1.166 3.622 1.000
F -2.011 -1.182 3.719
F 3.223 4.976 1.603
F 1.947 -1.181 -5.019
F -0.260 -0.253 -4.457
F 1.955 3.544 3.262
F 4.198 2.849 2.473
F 1.807 0.532 -3.260
F 2.263 -1.790 -2.647
F 0.150 -0.739 -2.045
F 2.198 1.584 1.775
O -4.142 -0.974 2.767
O -4.177 -1.035 -0.162
O -2.824 -3.118 2.844
O -3.109 -3.259 -0.046
N -2.067 -1.262 1.368
```

Calculated values
- HOMO-LUMO gap (eV) = 2.9
- multiplicity = 1

Results of the Löwdin charge analysis, in e, for atoms 1 through 5:
1. As 0.729
2. As 0.719
3. S 0.472
4. S 0.538
5. Al 1.523

# 4
Below is a cluster of 10 separate species, C43H103FO16S10 in total in a non-equilibrium geometry, with properties calculated with the ωB97M-V functional and the def2-TZVPD basis.

The geometry in XYZ format:
```
173
Properties=species:S:1:pos:R:3
S -3.343 -9.344 2.074
S 2.524 1.326 -3.140
S 10.422 1.829 1.216
S 2.878 6.402 -5.145
S -3.761 -4.541 -4.280
S 12.200 6.981 -1.278
S -8.205 -1.292 -4.132
S -3.979 1.132 0.845
S -7.686 6.687 1.728
S 0.572 -5.782 5.560
F -3.705 -2.206 -0.993
O -4.519 1.869 2.036
O -4.790 1.633 -0.322
O -9.044 7.173 2.112
O -3.124 -5.844 -3.925
O -0.346 -5.798 4.380
O -4.279 -8.189 1.942
O 4.376 -1.545 2.108
O -1.792 -0.401 -4.320
O 2.564 1.337 -1.645
O 11.040 6.267 -0.668
O -2.629 5.446 0.060
O -4.163 -0.458 0.841
O 9.231 1.244 0.531
O 4.040 5.469 -5.039
O -7.943 -2.163 -5.317
O -1.797 2.012 2.008
C 6.341 0.001 1.769
C -3.060 -1.341 1.232
C -2.539 -3.842 0.368
C -2.571 -2.890 3.369
C -1.464 0.488 0.043
C -2.194 1.729 0.689
C -5.354 -4.910 -5.038
C -0.430 -6.097 7.026
C 1.498 -1.826 0.721
C 3.716 2.545 -3.721
C 0.528 -1.994 1.961
C -3.405 -1.735 2.711
C 2.316 6.757 -3.469
C -0.989 0.995 -2.479
C 10.698 3.465 0.511
C -1.930 0.200 -1.459
C -0.552 -0.823 2.050
C 2.446 -0.581 0.821
C -2.970 -3.948 -5.788
C -3.467 -0.522 3.731
C 13.643 5.915 -1.098
C -2.427 -4.411 -1.115
C -7.794 4.899 1.515
C -0.759 2.974 2.153
C 9.879 2.411 2.834
C -1.613 -0.884 0.890
C 3.356 -0.556 2.093
C -3.437 -4.189 3.709
C -0.595 0.114 -3.728
C -3.172 4.146 0.316
C -7.074 -1.807 -2.826
C -3.588 -10.051 3.715
C -7.452 7.068 -0.020
C 3.538 8.047 -5.474
C 0.584 2.741 1.376
C -3.474 -2.603 0.346
C 0.927 -4.057 5.942
C -9.701 -1.902 -3.332
C 12.059 6.805 -3.067
C 3.448 -0.120 -3.694
C -1.704 -8.671 2.406
C -2.292 2.971 -0.259
C 5.462 -1.210 1.252
H 11.186 7.366 -3.398
H -0.082 1.427 -1.994
H 0.062 0.112 1.995
H -0.797 -7.122 6.976
H 3.746 0.494 2.198
H -2.534 5.915 0.892
H -0.486 2.966 3.242
H -7.397 8.150 -0.130
H -1.561 1.871 -2.900
H -4.457 -4.162 3.265
H -1.182 -1.618 0.157
H -2.837 -10.821 3.895
H -1.362 -8.142 1.517
H -4.485 -2.915 0.716
H -1.808 -3.727 -1.751
H 13.889 5.847 -0.039
H 1.206 1.970 1.900
H 9.778 4.047 0.546
H -1.748 -7.976 3.246
H -8.294 6.685 -0.599
H -0.008 0.689 -4.482
H -3.223 4.015 1.430
H -1.492 -3.690 0.705
H 9.008 3.058 2.722
H -6.007 -5.335 -4.277
H -0.355 0.621 -0.046
H -3.028 -4.665 0.948
H -1.276 -5.409 7.053
H -2.524 0.211 -4.202
H -6.851 4.521 1.117
H -7.980 4.449 2.489
H -2.990 -4.728 -6.550
H -2.674 0.243 3.583
H -6.520 6.620 -0.368
H -1.071 4.035 1.960
H 3.802 2.483 -4.805
H 5.921 0.921 1.286
H 6.147 -2.098 1.228
H -3.514 -9.268 4.471
H -2.729 2.721 -1.257
H -4.498 -0.093 3.652
H -2.959 0.560 -1.670
H -10.544 -1.718 -3.997
H 1.498 -4.000 6.871
H -9.856 -1.367 -2.395
H -3.384 -0.861 4.798
H -0.005 -3.498 6.038
H 12.952 7.210 -3.543
H 0.060 -3.000 1.854
H -4.233 4.063 -0.031
H 0.493 2.555 0.287
H 1.897 5.844 -3.047
H -9.612 -2.973 -3.145
H 4.301 8.296 -4.736
H 1.861 0.360 0.669
H 0.940 -1.868 -0.253
H -3.490 -3.058 -6.145
H 1.519 -3.640 5.128
H -3.416 -4.604 -1.573
H 3.981 8.046 -6.469
H 3.360 3.535 -3.445
H 10.692 2.953 3.317
H -6.058 -1.557 -3.131
H -1.781 -0.877 -1.723
H -2.879 -5.129 3.479
H 11.010 3.345 -0.525
H 5.176 -1.019 0.191
H -7.315 -1.275 -1.905
H 11.485 3.973 1.068
H 3.156 7.087 -2.857
H 2.744 -0.725 3.019
H -5.797 -3.988 -5.420
H -0.947 -0.856 3.088
H -4.464 -2.110 2.674
H -3.589 -4.211 4.823
H 1.176 3.692 1.478
H -1.014 -9.487 2.628
H -1.295 3.424 -0.496
H 1.545 7.528 -3.499
H -0.021 -0.755 -3.318
H 2.728 8.777 -5.439
H 14.485 6.350 -1.638
H 7.409 -0.112 1.478
H 4.435 -0.130 -3.230
H -5.224 -5.629 -5.848
H 6.211 0.138 2.868
H 2.898 -1.013 -3.398
H -4.581 -10.497 3.750
H -1.893 -5.398 -1.109
H 0.184 -5.975 7.919
H 3.541 -0.097 -4.780
H -8.613 4.655 0.838
H 13.421 4.920 -1.485
H 4.687 2.368 -3.256
H 9.612 1.545 3.438
H 1.085 -1.997 2.929
H 3.137 -0.626 -0.061
H 2.150 -2.740 0.733
H -1.937 -3.693 -5.555
H -7.151 -2.884 -2.670
H -1.698 -3.259 2.788
H 11.936 5.753 -3.328
H -2.159 -2.563 4.359
```

Calculated values
- HOMO-LUMO gap (eV) = 8.7
- multiplicity = 1

Results of the Löwdin charge analysis, in e, for atoms 1 through 5:
1. S 0.799
2. S 0.813
3. S 0.811
4. S 0.811
5. S 0.791

# 5
Below is a cluster of 6 separate species, C40H61ClF3N6O7 in total in a non-equilibrium geometry, with properties calculated with the ωB97M-V functional and the def2-TZVPD basis.

The geometry in XYZ format:
```
118
Properties=species:S:1:pos:R:3
Cl 0.361 2.232 1.754
F -0.607 -1.307 6.554
F -1.156 -1.791 4.282
F -0.225 -3.562 5.755
O 1.345 -3.012 -2.852
O 0.738 -3.869 0.937
O 1.987 4.218 0.615
O -0.819 -1.990 -2.108
O -1.448 0.366 -5.348
O -0.101 2.077 -1.662
O -3.837 0.598 -5.251
N 3.034 0.541 4.805
N 1.972 -1.071 -9.300
N 2.819 2.965 8.369
N -2.419 0.115 -12.220
N -7.257 -1.683 8.481
N 2.546 -0.437 2.153
C 1.332 -1.629 -0.582
C 1.966 -2.595 3.663
C -2.403 0.803 -8.779
C 5.306 2.650 7.098
C 3.645 1.526 4.763
C -0.676 -3.610 1.305
C -1.249 -2.140 -3.507
C 5.649 2.736 5.617
C -2.876 0.259 -11.163
C 2.504 -1.755 -13.058
C 1.518 -0.754 -10.319
C -1.151 2.704 -2.486
C 1.964 2.945 1.049
C -3.829 -2.306 8.064
C 4.416 2.776 4.715
C -0.308 3.952 7.118
C -2.605 2.272 -1.785
C 1.334 -1.638 4.864
C 1.953 -1.842 2.176
C -1.222 -4.525 2.557
C 1.317 -2.507 0.807
C 1.962 3.041 7.590
C 0.875 3.132 6.605
C 1.064 -1.447 -12.669
C -6.151 -1.423 8.247
C 2.025 -0.116 -0.598
C -0.168 -2.115 5.356
C -3.456 0.436 -9.825
C -1.022 3.304 8.296
C 2.128 0.814 -1.944
C -4.749 -1.091 7.956
C -1.395 -0.310 -8.526
C 0.947 -0.350 -11.611
C 3.284 1.921 0.977
C -2.589 -0.069 -4.761
C -3.721 -2.854 9.481
C 0.647 -2.269 -1.966
C 2.615 0.391 0.883
C -2.666 -1.261 -3.639
C 0.689 1.257 -2.595
H 1.436 0.565 -11.966
H -2.913 1.030 -7.834
H 3.847 2.067 1.993
H -3.407 2.277 -2.638
H 2.749 0.246 -2.790
H -2.843 2.985 -0.884
H 1.262 3.603 5.693
H 6.222 2.677 7.698
H 3.939 2.148 0.028
H -2.404 1.191 -1.330
H 4.741 2.952 3.682
H -4.405 -0.299 8.631
H -1.599 -3.275 -3.624
H 2.733 1.827 -1.763
H -0.699 -0.014 -7.734
H 0.541 2.127 6.324
H -3.011 -3.687 9.508
H 0.950 1.962 -3.523
H 3.012 -0.858 -13.427
H -4.173 -3.103 7.394
H 0.523 -1.126 -13.567
H -3.983 -0.476 -9.522
H 6.235 3.647 5.449
H -2.826 -2.016 7.726
H -4.684 -3.226 9.842
H -0.989 3.865 -2.524
H -4.205 1.236 -9.866
H -3.366 -2.084 10.174
H 3.106 -2.798 3.942
H -4.684 -0.689 6.938
H 0.024 4.957 7.405
H -0.113 -0.108 -11.471
H -3.548 -1.986 -3.943
H -0.401 -4.792 3.347
H -2.982 -0.766 -2.621
H -1.382 -3.706 0.376
H 4.781 1.720 7.335
H -0.366 3.222 9.168
H 2.916 -0.023 3.039
H -0.805 -0.529 -9.422
H -1.206 2.280 -3.586
H 3.073 -2.150 -12.210
H 0.582 -2.366 -12.316
H 6.290 1.888 5.345
H 1.230 -0.542 4.466
H -1.897 -1.231 -8.210
H -1.889 3.905 8.587
H -4.505 0.679 -4.507
H -0.733 -2.480 1.657
H 3.775 3.621 4.993
H -1.869 1.712 -9.080
H 1.441 -3.658 3.634
H 2.526 -2.508 -13.852
H -1.378 2.301 8.037
H -0.461 -1.816 -4.309
H 4.676 3.491 7.405
H -1.761 -5.490 2.139
H 2.008 -1.606 5.833
H -1.029 4.075 6.300
H -2.044 -3.887 3.109
H 0.104 0.336 -3.017
```

Calculated values
- net charge = +1
- HOMO-LUMO gap (eV) = 7.4
- multiplicity = 1

Results of the Löwdin charge analysis, in e, for atoms 1 through 5:
1. Cl 0.570
2. F -0.016
3. F -0.012
4. F 0.001
5. O 0.030

# 6
Below is a cluster of 2 separate species, C3H10NS2 in total in a non-equilibrium geometry, with properties calculated with the ωB97M-V functional and the def2-TZVPD basis.

The geometry in XYZ format:
```
16
Properties=species:S:1:pos:R:3
S 2.576 -0.439 0.064
S 0.991 0.882 -0.614
N 0.062 -2.240 -0.670
C -0.833 -1.974 -1.563
C -1.162 1.911 0.718
C 0.220 1.250 0.996
H 0.194 -3.167 -0.355
H -1.098 2.731 -0.008
H -0.004 0.281 1.483
H -1.576 2.291 1.671
H -1.054 -0.937 -1.786
H 0.717 -1.478 -0.293
H 0.868 1.996 1.489
H -1.912 1.212 0.325
H 3.361 0.482 0.614
H -1.350 -2.799 -2.074
```

Calculated values
- net charge = +1
- HOMO-LUMO gap (eV) = 7.8
- multiplicity = 1

Results of the Löwdin charge analysis, in e, for atoms 1 through 5:
1. S 0.407
2. S 0.493
3. N 0.161
4. C 0.162
5. C -0.173